[1]
Molecular formula: C5H11NO
Method: DFT, ωB97M-V with the def2-TZVPD basis set

Atoms and positions in Å:
C1 -1.98181 0.58563 -0.72089
C2 -1.43481 -0.53050 0.16620
N1 0.00570 -0.37972 0.38125
C3 0.41338 0.40424 1.52722
C4 0.82002 -0.67757 -0.68084
O1 0.37952 -1.26675 -1.65796
C5 2.26785 -0.21078 -0.63530
H1 -3.05850 0.48392 -0.90166
H2 -1.45794 0.53895 -1.67783
H3 -1.81070 1.57188 -0.27124
H4 -1.60984 -1.50876 -0.28960
H5 -1.92624 -0.51727 1.14400
H6 -0.01955 -0.02850 2.43619
H7 1.49855 0.39674 1.63932
H8 0.07911 1.44892 1.45079
H9 2.72390 -0.46748 -1.59370
H10 2.84054 -0.67958 0.17295
H11 2.31269 0.87636 -0.50260

Summary:
* E: -8901.3289 eV
* net charge: 0
* frontier orbital gap: 10.07 eV
* M: 101.1 g/mol
* ΔE to the lowest compared entry with this formula, charge and spin: 35.6 kJ/mol
* LUMO level: 0.034 hartree
* structure (SMILES): CCN(C)C(C)=O
* highest occupied orbital energy: -9.1524 eV

=====

[2]
Molecular formula: C16H18N2O3S
Method: DFT, ωB97M-V with the def2-TZVPD basis set

Atoms and positions in Å:
C1 -2.82153 -3.68240 -0.75084
C2 -1.62036 -3.55458 0.17577
H1 -1.94098 -3.61005 1.22127
H2 -0.88044 -4.32993 -0.03084
O1 -0.92945 -2.32199 -0.03476
C3 -1.40541 -1.25040 0.59244
O2 -2.37690 -1.24970 1.30813
C4 -0.54943 -0.05701 0.34109
N1 0.70966 -0.33609 0.18752
N2 1.62808 0.59130 0.07806
C5 1.35930 1.97537 0.19207
O3 2.25126 2.79840 0.17257
C6 -0.04323 2.26761 0.31399
C7 -1.00845 1.30197 0.37136
S1 -2.66733 1.85311 0.51296
C8 -3.74239 0.68625 -0.44142
C9 -5.08019 1.39644 -0.57906
H3 -5.47904 1.65265 0.39940
H4 -4.96740 2.31124 -1.15700
H5 -5.79116 0.74705 -1.08560
C10 -3.12944 0.37109 -1.79335
H6 -3.81979 -0.24239 -2.37034
H7 -2.93870 1.28988 -2.34546
H8 -2.19239 -0.17436 -1.69550
H9 -3.85905 -0.21068 0.16706
H10 -0.30964 3.31234 0.35566
C11 2.95096 0.09705 -0.06146
C12 3.27818 -1.10403 0.56018
C13 4.55382 -1.61791 0.43287
C14 5.50661 -0.93981 -0.31054
C15 5.17404 0.25009 -0.93481
C16 3.89800 0.77340 -0.82006
H11 3.64526 1.69898 -1.30894
H12 5.91112 0.77778 -1.52088
H13 6.50533 -1.33933 -0.40311
H14 4.80662 -2.54779 0.91982
H15 2.52501 -1.61967 1.13503
H16 -3.27699 -4.66004 -0.62302
H17 -3.55907 -2.91895 -0.51541
H18 -2.51054 -3.56737 -1.78644

Summary:
* E: -36841.7625 eV
* net charge: 0
* frontier orbital gap: 8.48 eV
* M: 318.4 g/mol
* ΔE to the lowest compared entry with this formula, charge and spin: 183.0 kJ/mol
* LUMO level: -0.009 hartree
* structure (SMILES): CCOC(=O)c1nn(-c2ccccc2)c(=O)cc1SC(C)C
* highest occupied orbital energy: -8.7144 eV

=====

[3]
Molecular formula: C39H55N9O13
Method: DFT, ωB97M-V with the def2-TZVPD basis set

Atoms and positions in Å:
C1 -8.51688 0.61683 4.31907
C2 -8.38963 -0.51056 3.39643
C3 -7.08894 -0.47427 2.53173
C4 -5.96167 0.50549 2.88719
C5 -6.17695 1.59199 3.88627
C6 -7.61306 1.59591 4.55810
N1 -4.72796 0.48103 2.10503
O1 -3.85777 1.30474 2.44193
O2 -4.57761 -0.45942 1.27506
H1 -9.37901 0.85857 4.70024
H2 -9.05395 -1.22634 2.93622
H3 -6.91801 -1.14443 1.85650
H4 -5.20347 2.40470 4.28507
H5 -7.80602 2.42787 5.17921
C7 -2.00164 -3.12873 -3.28687
C8 -2.26802 -4.16555 -4.46367
C9 -3.07868 -5.38510 -4.14108
C10 -3.35471 -5.75654 -2.61241
C11 -2.95601 -4.76574 -1.42141
C12 -2.29147 -3.49856 -1.88477
N2 -4.14772 -6.83224 -2.12463
O3 -3.89466 -7.91802 -2.67329
O4 -5.00055 -6.66249 -1.25883
H6 -1.25196 -2.37391 -3.24877
H7 -2.07399 -4.11533 -5.32151
H8 -3.38034 -6.13141 -4.93499
H9 -3.26868 -4.60068 -0.42010
H10 -2.07582 -2.81260 -1.03285
C13 3.06361 -1.38339 -3.06372
C14 2.84890 0.11078 -3.43387
C15 4.07292 0.86649 -3.92312
C16 5.35356 0.02829 -4.37091
C17 5.40607 -1.50776 -4.18682
C18 4.09542 -2.19369 -3.60831
N3 6.45155 0.74988 -5.06844
O5 6.57109 1.94938 -4.88457
O6 7.09998 -0.02325 -5.75483
H11 2.33186 -1.93178 -2.69568
H12 1.94725 0.66817 -3.13767
H13 4.00928 1.93548 -4.19089
H14 6.20993 -1.96569 -4.80522
H15 3.98554 -3.38239 -3.38485
C19 -2.00584 5.63767 1.79327
C20 -2.54298 4.20566 2.12632
C21 -1.86262 3.58400 3.33812
C22 -0.66380 4.12077 4.03377
C23 -0.09260 5.36522 3.39363
C24 -0.88175 6.13726 2.25394
N4 0.12440 3.42350 4.99546
O7 0.86253 4.12627 5.75277
O8 0.11262 2.23738 5.00623
H16 -2.39556 6.09209 0.96036
H17 -3.52332 3.78701 1.58733
H18 -2.38754 2.41987 3.88795
H19 0.85188 5.53608 3.73009
H20 -0.45458 7.04290 1.95931
C25 5.24533 -1.03924 0.41790
O9 4.43773 -0.47363 1.23349
N5 5.78732 -2.14402 0.57481
C26 6.67016 -2.72598 -0.41272
C27 5.87306 -2.68277 1.99851
H21 5.30705 -0.52377 -0.48692
H22 6.18590 -2.62954 -1.47224
H23 6.62451 -3.86958 -0.17518
H24 7.76119 -2.45427 -0.41652
H25 5.20611 -2.26710 2.79010
H26 6.79534 -2.72271 2.32551
H27 5.50797 -3.62871 1.95117
C28 -3.89123 3.43644 -1.63343
O10 -4.72578 4.14115 -2.39208
N6 -3.10216 2.62079 -2.19666
C29 -2.09650 1.79267 -1.42276
C30 -3.09793 2.32114 -3.61375
H28 -3.76801 3.65237 -0.55662
H29 -1.70156 2.12895 -0.59000
H30 -1.40371 1.77546 -2.14707
H31 -2.59039 0.86084 -1.15311
H32 -4.05100 2.73162 -4.08754
H33 -3.00381 1.34599 -3.95079
H34 -2.33654 2.95813 -4.19561
C31 1.41728 3.12347 -0.43985
O11 1.30733 2.14124 -1.24183
N7 2.57507 3.71121 -0.19803
C32 2.73931 4.86965 0.68303
C33 3.77934 3.16884 -0.79230
H35 0.57038 3.51337 -0.12879
H36 2.36175 4.87220 1.74374
H37 2.22428 5.69592 0.33935
H38 3.78639 5.24142 0.58765
H39 4.17940 2.54427 -0.31823
H40 4.36395 4.06094 -1.01709
H41 3.37803 2.95447 -1.76246
C34 0.82013 -0.61511 -0.16404
O12 0.06277 -1.08846 -0.92219
N8 0.43290 0.01542 0.99488
C35 1.47408 0.55094 1.86798
C36 -1.01977 0.02205 1.39449
H42 1.95509 -0.76935 -0.59074
H43 2.26704 1.22546 1.55540
H44 2.09036 -0.28838 2.22855
H45 1.16080 1.14260 2.57352
H46 -1.15125 -0.10679 2.42154
H47 -1.53391 -0.74830 0.83764
H48 -1.48667 0.95587 1.00362
C37 2.63084 -4.28573 0.58312
O13 2.68461 -5.02295 -0.46293
N9 1.36312 -3.86433 0.98228
C38 1.31496 -3.17058 2.24577
C39 0.14900 -4.25422 0.35440
H49 3.46138 -3.83592 1.33231
H50 0.35242 -2.86850 2.27124
H51 1.96983 -2.28335 2.34347
H52 1.52250 -3.90714 2.85270
H53 -0.59534 -5.03152 0.74984
H54 0.00267 -4.33691 -0.67797
H55 -0.51571 -3.39747 0.53893

Summary:
* E: -81327.5734 eV
* net charge: 0
* frontier orbital gap: 7.40 eV
* M: 857.9 g/mol
* ΔE to the lowest compared entry with this formula, charge and spin: 2368.0 kJ/mol
* LUMO level: -0.057 hartree
* highest occupied orbital energy: -8.9595 eV